No. 1
Computed, not measured: a structure of composition C17H17N3O2S at a distorted geometry, with the ωB97M-V functional and the def2-TZVPD basis.

Properties
ΔE to the lowest compared entry with this formula, charge and spin: 363.31 kcal per mole
Gap between HOMO and LUMO: 0.2840 Ha
Molar mass: 327.41 g/mol
Charge: 0

Positions of all 40 atoms, in Å:
N 1.44824 0.41552 0.06609
C -1.84392 1.97155 -0.18260
H 8.32009 -0.78050 -0.50503
H 3.15917 -0.95997 -0.77424
H -2.72795 -4.85898 -0.63202
C 0.52586 1.56005 0.26363
C 6.90910 0.75724 0.62728
N 2.69315 0.65136 0.25259
C -1.72817 3.59243 -0.05008
C -3.77135 -0.86755 -0.44360
C 3.60776 -0.11115 -0.31114
C -1.54226 -0.15631 0.15712
C -2.94375 0.03304 -0.02634
C -1.90047 -2.45363 0.17467
H -0.04867 -1.59187 0.89421
H -2.08265 4.12211 -1.13831
C -3.34598 -2.15224 -0.22838
C 7.34510 -0.40814 -0.05897
C -1.02933 -1.55026 0.17391
S 5.90222 -1.32698 -0.48584
H -3.95027 -3.03980 -0.24470
H 7.84136 1.36236 0.86660
C 5.59589 0.89603 0.40022
H -0.69937 3.96085 0.07300
C -4.30877 2.04625 -0.62720
H -4.24922 2.56966 -1.79925
H -2.41292 4.05983 0.52643
N -3.15407 1.61337 -0.39424
H -4.84866 -0.52195 -0.54056
H -1.51019 -5.65169 0.58391
H -3.21514 -4.58730 1.18139
O 0.84664 2.60853 0.95729
C 4.88918 -0.06515 0.03159
O -1.27539 -3.57524 0.39920
H 5.18110 1.58703 0.90277
H 0.96218 -0.28804 -0.34173
H -5.14008 1.40064 -0.50469
C -0.84605 1.31219 0.19894
C -2.23646 -4.78019 0.43926
H -4.41595 3.20692 0.11881

Forces on atoms 1 to 2 (eV/Å):
N -3.7 5.9 1.2
C -6.0 12.0 -0.6

---

No. 2
Computed, not measured: an isolated molecule of C17H17N3O3S at a distorted geometry, with the ωB97M-V functional and the def2-TZVPD basis.

Properties
ΔE to the lowest compared entry with this formula, charge and spin: 72.62 kcal per mole
Gap between HOMO and LUMO: 0.2707 Ha
Molar mass: 343.41 g/mol
Charge: 0
SMILES: COc1cccc(CNC(=O)C2=NC(=O)[C@H]3C(=N2)SC(C)=C3C)c1

Positions of all 41 atoms, in Å:
H 3.29935 2.31752 -0.04522
H 6.00745 -1.90435 -1.82778
N 1.87453 0.76198 0.37582
C 3.77700 0.51505 -1.00865
C 3.25925 1.22114 0.18152
H 5.18656 -0.68974 0.09696
C 4.76227 -0.45575 -0.86680
N -1.48234 1.37435 2.10743
H 1.63553 -0.13766 -0.00147
H -2.25719 -1.30306 3.17951
C 0.96312 1.32507 1.27578
C 3.23691 0.77851 -2.27278
S -3.98979 1.46132 3.01888
C -2.52525 0.68618 2.51253
H 3.84804 1.03054 1.06891
O -2.26703 -1.98850 0.34069
N -0.63181 -0.50524 0.91060
C 4.77355 -0.82613 -3.28670
C -1.89667 -1.09180 1.10302
C -4.96186 0.03490 2.72449
C -4.19240 -1.04403 2.33923
C 5.23666 -1.16332 -1.98420
H -6.85679 0.94224 2.39923
H -6.96692 -0.81133 2.44237
H -3.95704 -3.17278 2.29638
C -0.42836 0.67500 1.45652
H -5.61602 -2.61670 2.45247
H -4.82384 -2.49662 0.85239
H 5.16617 -1.36489 -4.16486
C 2.54372 1.56888 -5.00507
H -6.69915 0.00800 3.95879
C -6.47178 0.04762 2.89354
C -4.67758 -2.41618 1.95999
H 1.54956 1.37595 -4.57387
C 3.74546 0.17573 -3.44354
H 2.43521 1.50357 -2.34516
H 2.50795 1.72502 -6.09334
O 1.33489 2.32122 1.90311
H 2.91390 2.46338 -4.54677
C -2.71445 -0.75287 2.34741
O 3.35922 0.42780 -4.73140

Forces on atoms 1 to 2 (eV/Å):
H -0.4 -0.8 0.6
H 0.0 -0.1 -0.2

---

No. 3
Computed, not measured: an isolated molecule of C17H17N3O9S at a distorted geometry, with the ωB97M-V functional and the def2-TZVPD basis.

Properties
ΔE to the lowest compared entry with this formula, charge and spin: 66.67 kcal per mole
Gap between HOMO and LUMO: 0.2983 Ha
Molar mass: 439.40 g/mol
Charge: 0
SMILES: O=C(COC(=O)c1ccc([N+](=O)[O-])o1)Nc1cccc(S(=O)(=O)N2CCOCC2)c1

Positions of all 47 atoms, in Å:
C 2.06188 1.90645 0.21797
H 3.31734 0.62915 1.14989
O 4.27709 -0.94727 -0.43511
O 4.65967 2.30692 -1.14120
C 0.97196 1.18591 0.69902
H 2.68941 3.59007 -0.94101
H 5.74006 0.02217 0.67912
C 2.01916 -3.34504 1.12992
S -1.61230 0.50606 0.97549
O -0.29012 -1.26441 -2.00449
C -4.92325 -0.18848 0.84056
N -2.91751 0.98139 0.05923
N -0.40485 -2.24952 -1.30902
H -4.08565 -1.41889 -2.04348
C -3.06341 0.31226 -1.22148
H -3.27384 -1.70498 -0.47962
O -1.87297 0.82186 2.34907
H -3.95547 1.52788 1.75103
O -1.18434 -0.84496 0.68573
C 4.40280 1.41935 -0.37242
C 1.84529 3.04147 -0.55615
O -5.10269 -0.74596 -0.44098
C 0.54921 3.43408 -0.84612
C 2.62338 -2.32463 0.42612
C 0.74886 -3.51552 0.55731
C -0.30738 1.57705 0.37433
H -2.06846 0.10995 -1.61684
C -0.53828 2.70218 -0.39144
O 1.79626 -1.85787 -0.52601
N 3.33443 1.38688 0.47882
H -4.34402 -0.87640 1.47593
H -3.59004 0.99646 -1.89487
H 2.44927 -3.88850 1.94590
C 0.67077 -2.57108 -0.43984
H 1.10362 0.30069 1.30371
C -3.85995 -0.98661 -1.06823
H -0.01877 -4.20778 0.83369
C 3.90641 -1.63114 0.65070
H 0.38672 4.31545 -1.44707
H -1.54948 2.98646 -0.63079
C -4.17983 1.14641 0.75600
H 5.92480 0.06511 -1.10792
C 5.21759 0.11337 -0.27944
O -1.34988 -3.00405 -1.30742
H -5.92192 -0.05403 1.25961
O 4.49477 -1.63366 1.70319
H -4.77636 1.87573 0.19865

Forces on atoms 1 to 2 (eV/Å):
C -0.5 0.1 -0.1
H 0.1 0.1 -0.2

---

No. 4
Computed, not measured: a structure of composition C17H17NO3S at a distorted geometry, with the ωB97M-V functional and the def2-TZVPD basis.

Properties
ΔE to the lowest compared entry with this formula, charge and spin: 328.66 kcal per mole
Gap between HOMO and LUMO: 0.2863 Ha
Molar mass: 315.39 g/mol
Charge: 0

Positions of all 39 atoms, in Å:
O 0.05811 -3.07450 0.26185
C -2.46030 1.62822 0.98999
O 1.45986 1.19367 -1.44129
H -1.65744 2.19584 1.36612
C 4.46207 -0.55247 1.76902
H 5.30778 -0.34367 2.64366
H 3.99577 -2.42348 2.43480
H -1.06751 -0.11127 0.35503
H 3.20418 3.23594 -2.75418
H -3.28146 3.75755 1.95548
C -4.74796 1.22225 0.21405
H -5.75018 1.49927 0.45832
H -5.12676 -0.99300 -0.53338
C -4.26688 3.17978 1.70460
C 0.07637 -2.07936 -0.69641
H -4.83245 3.02063 2.35095
C -3.84643 1.95880 1.15638
H -0.96116 -2.66731 -2.28280
S -2.71156 -2.04957 -0.79116
H 1.99450 -2.55210 1.27958
C -3.09697 -0.53361 -0.25889
C 3.04744 3.48663 -1.60624
H 3.79091 4.22997 -1.53559
C 3.97859 0.48829 0.78626
C 2.86750 0.31948 -0.02858
N 1.01806 -0.95474 -0.52312
C 3.61082 -1.46667 1.92378
C 2.15052 -1.06773 0.11142
H -0.86906 -0.74803 -2.12519
C -2.20260 0.39871 0.52967
H 4.58826 1.41342 0.78932
C 2.44900 1.27502 -0.79701
H 0.82290 -0.32492 -1.19799
O 3.33953 2.24646 -0.95775
C -4.30501 -0.12781 -0.12723
H -4.76590 3.91061 0.83728
C 2.43277 -1.75934 1.03891
H 2.14316 3.85018 -1.49553
C -0.97407 -2.00265 -1.54651

Forces on atoms 1 to 2 (eV/Å):
O 0.7 4.9 -5.5
C -2.2 -0.9 1.0

---

No. 5
Computed, not measured: a structure of composition C17H18AgN2O7S3 at a distorted geometry, with the ωB97M-V functional and the def2-TZVPD basis.

Properties
ΔE to the lowest compared entry with this formula, charge and spin: 0.00 kcal per mole
Gap between HOMO and LUMO: 0.2600 Ha
Molar mass: 566.41 g/mol
Charge: -1

Positions of all 48 atoms, in Å:
O 4.20803 -1.94312 -1.34593
C 2.10378 -0.82308 1.82342
H 5.73341 -0.06203 2.87524
Ag 0.36034 0.04587 -1.15457
H 3.85953 0.95843 4.17116
C -0.92063 4.62380 -1.76334
H 5.36597 -1.41528 0.80262
N -2.78292 0.75018 0.27911
S 0.45157 -1.49763 1.91820
H 1.17274 4.94552 -1.25951
C 0.56031 2.94154 -0.85275
H 0.66891 -3.47615 -1.41007
O -0.18865 -1.38484 3.22146
C -1.68961 2.38566 -1.20883
H -3.57913 0.21985 0.56722
H 0.13256 -5.05061 -0.57602
H -1.11316 5.61596 -2.12822
H -2.02075 -3.34156 1.73425
H -1.89796 0.49405 0.69946
H -3.42314 4.97677 -2.77015
C 2.34593 -0.00376 2.94824
C -2.86941 1.61542 -0.77459
C -3.23083 3.98161 -2.32238
C 4.72254 -0.22306 2.54714
O 3.07586 0.30856 -1.26791
H -0.87595 -4.61781 1.31790
C -1.95904 3.71403 -1.73490
H -5.18537 3.16238 -2.77321
O -2.70415 -3.09576 -1.41275
C -4.26151 3.02936 -2.22619
H 1.50728 2.57498 -0.53426
C 4.52272 -0.96489 1.36454
C -1.82207 -4.08334 0.97644
H -0.59885 -4.61967 -2.16701
O -0.39189 -0.64443 0.98025
C 3.19028 -1.21047 0.96750
H -2.60406 -4.80501 0.75217
S 3.12457 -1.09654 -0.85063
O 0.72178 -2.84292 1.43633
C 3.66345 0.32916 3.30927
H 1.56550 0.32629 3.67495
N -0.47103 2.07940 -0.73242
C 0.36474 4.25612 -1.33411
S -1.48390 -3.19480 -0.57205
H -4.87764 1.14331 -1.29448
C -4.07359 1.85445 -1.43616
O 1.75007 -1.70535 -1.21170
C -0.14663 -4.23061 -1.25277

Forces on atoms 1 to 2 (eV/Å):
O -0.4 1.2 0.5
C 0.6 1.1 1.7

---

No. 6
Computed, not measured: a structure of composition C17H18BClN6O2Pt at a distorted geometry, with the ωB97M-V functional and the def2-TZVPD basis.

Properties
ΔE to the lowest compared entry with this formula, charge and spin: 0.00 kcal per mole
Gap between HOMO and LUMO (alpha / beta): 0.2812 / 0.1545 Ha
Molar mass: 579.71 g/mol
Charge: +2
Multiplicity: 5
Expectation value of S²: 6.0405

Positions of all 46 atoms, in Å:
C 1.76938 2.01648 5.12426
H -2.61087 -2.09482 -3.34647
O -0.34625 3.24740 0.72393
N -1.95784 -0.02398 -2.55905
H -4.20842 -3.20133 -1.22772
C -0.37269 2.19525 1.38074
N -1.97304 -1.21700 0.04296
C -3.58479 -2.62011 -0.53054
H 4.49847 0.95096 0.01533
H 4.17391 0.39279 1.53558
N 0.35877 -1.52648 -1.51451
N -0.49532 -2.05169 -2.43725
N -1.38084 0.65803 -1.51281
H 2.32253 -3.51489 -3.16668
H 2.76102 0.98788 0.29558
C 1.52599 -2.90566 -2.74971
H 1.20275 4.17738 2.55677
H -4.24288 -3.00254 1.56041
H 0.71313 0.14661 5.42908
H -0.99628 2.72421 -1.06858
C 0.39822 2.15329 2.68142
C -2.49132 -1.69703 1.20681
Pt -0.20868 -0.23032 -0.15861
H -2.39174 3.09774 -3.37516
C -3.55786 -2.52557 0.87506
C 0.18038 1.09497 3.56018
N -2.57321 -1.86493 -1.01410
C 0.89513 0.98436 4.75382
B -1.98707 -1.60435 -2.45843
H -2.08786 -1.36876 2.17017
C 3.77343 1.15818 0.81697
C 1.61216 -2.01400 -1.69296
C -2.13325 2.15344 -2.93673
H 2.44166 -1.68354 -1.09029
H 2.59128 3.95749 4.64198
C -2.46734 0.88934 -3.41937
C 1.95385 3.14064 4.29274
O -1.10291 1.11628 1.04816
Cl 2.72112 1.83764 6.54178
H -2.96928 0.59106 -4.34532
H -0.65195 0.42413 3.35202
H 3.81021 2.28927 1.17449
C 1.22275 3.22946 3.09475
H -0.36622 -3.38689 -3.97477
C -1.39772 1.99366 -1.77219
C 0.20135 -2.91164 -3.20704

Forces on atoms 1 to 2 (eV/Å):
C 1.8 0.0 0.8
H 0.1 -0.1 0.2

---

E_tot list, top to bottom, in eV: -37291.6428; -39351.5756; -51633.8951; -36360.0280; -71738.9387; -47381.7438